## w
Computed, not measured: a 2-piece molecular cluster, C5H14S overall, with wB97M-V/def2-TZVPD.

Structure (XYZ):
```
20
C5H14S, DFT wB97M-V/def2-TZVPD
C 2.1868 -3.5580 -0.5451
C 1.0571 -2.5573 -0.5609
C 0.0142 -2.8767 0.4866
H 3.0218 -3.3790 0.1859
H 2.8175 -3.6982 -1.4216
H 1.9017 -4.5778 -0.3504
H 0.4183 -2.4938 -1.4815
H 1.6088 -1.6029 -0.4662
H 0.3554 -3.5908 1.2908
H -0.5828 -2.1802 1.0187
H -0.8138 -3.4755 0.0125
C -1.1458 1.8546 1.5622
S -0.7038 2.9858 0.1527
C -0.7095 1.6658 -1.3083
H -1.7788 1.0635 1.1094
H -1.7690 2.3926 2.3060
H -0.2349 1.3583 1.8558
H -1.7172 1.3099 -1.2703
H -0.4241 2.1735 -2.2041
H 0.0238 0.9380 -0.9828
```

Output
- Kohn-Sham gap: 0.3466 Ha
- Charge: 0
- LUMO level: 0.92 eV
- HOMO energy: -8.5 eV
- Structure (SMILES): CCC.CSC

Here are the Löwdin charges for atoms 1 to 8, given in e:
1. C -0.152
2. C -0.324
3. C -0.144
4. H 0.089
5. H 0.062
6. H 0.057
7. H 0.111
8. H 0.098

=====

## x
Computed, not measured: a 2-piece molecular cluster, C5H14S overall, with wB97M-V/def2-TZVPD.

Structure (XYZ):
```
20
C5H14S, DFT wB97M-V/def2-TZVPD
C -0.9979 -0.9562 -3.5247
C -0.0352 -0.3686 -2.4650
C 0.6970 0.9069 -2.9659
H -0.5239 -1.7819 -4.0544
H -1.9339 -1.2945 -3.0694
H -1.2887 -0.1888 -4.2402
H 0.7176 -1.1207 -2.2578
H -0.5872 -0.1130 -1.5582
H 0.5602 1.0277 -4.0376
H 1.7782 0.8133 -2.8480
H 0.2929 1.7814 -2.4495
C -0.7140 1.2683 1.7403
S 0.7095 0.3058 2.2365
C 0.0718 -1.2856 2.7907
H -0.3519 2.2759 1.5685
H -1.2043 0.8732 0.8456
H -1.4885 1.3519 2.5103
H -0.0446 -1.9838 1.9621
H -0.9061 -1.2078 3.2587
H 0.8129 -1.6621 3.4880
```

Output
- Kohn-Sham gap: 0.3460 Ha
- Charge: 0
- LUMO level: 0.96 eV
- HOMO energy: -8.5 eV
- Structure (SMILES): CCC.CSC

Here are the Löwdin charges for atoms 1 to 8, given in e:
1. C -0.121
2. C -0.294
3. C -0.115
4. H 0.066
5. H 0.062
6. H 0.058
7. H 0.087
8. H 0.077

=====

## y
Computed, not measured: a 2-piece molecular cluster, C5H14S overall, with wB97M-V/def2-TZVPD.

Structure (XYZ):
```
20
C5H14S, DFT wB97M-V/def2-TZVPD
C -1.3805 0.5154 -0.5766
C -0.1999 1.3666 0.0094
C -0.6501 2.2044 1.3055
H -1.8139 -0.1307 0.1932
H -1.1698 -0.3576 -1.1846
H -2.2934 1.1961 -0.9145
H 0.7059 0.8305 0.1700
H -0.0667 2.1640 -0.7304
H -0.4122 1.6459 2.2112
H -0.0443 3.0780 1.2524
H -1.6941 2.4508 1.4459
C 1.0931 -1.7527 1.0570
S 1.1064 -2.8982 -0.4545
C 0.8994 -1.6047 -1.7924
H 1.8028 -2.1099 1.8312
H 1.4995 -0.7676 0.9024
H -0.0419 -1.7510 1.4782
H 0.5519 -0.6645 -1.3946
H 0.2421 -1.9892 -2.6396
H 1.8654 -1.4257 -2.1692
```

Output
- Kohn-Sham gap: 0.3513 Ha
- Charge: 0
- LUMO level: 0.99 eV
- HOMO energy: -8.6 eV
- Structure (SMILES): CCC.CSC

Here are the Löwdin charges for atoms 1 to 8, given in e:
1. C -0.135
2. C -0.268
3. C -0.094
4. H 0.054
5. H 0.023
6. H 0.118
7. H 0.042
8. H 0.089

=====

Structures ranked by computed energy, the most stable listed first: x, w, y.

=====

## w
Computed, not measured: a 2-piece molecular cluster, CH5NO2S overall, with wB97M-V/def2-TZVPD.

Structure (XYZ):
```
10
CH5NO2S, DFT wB97M-V/def2-TZVPD
C -1.6608 1.0094 0.8700
N -1.8400 -0.0345 -0.1085
S -0.6935 -0.9593 -0.5911
H -2.3093 0.7990 1.7725
H -0.6273 1.3157 1.3010
H -2.1991 1.7999 0.3656
O 2.1084 -0.3900 -1.4067
O 2.2152 -1.7595 -0.8943
H 1.7897 0.0593 -0.6190
H 3.2166 -1.8400 -0.6894
```

Output
- Kohn-Sham gap: 0.2734 Ha
- Charge: 0
- LUMO level: -0.83 eV
- HOMO energy: -8.3 eV
- Structure (SMILES): CN=S.OO

Here are the Löwdin charges for atoms 1 to 8, given in e:
1. C -0.266
2. N -0.594
3. S 0.776
4. H 0.092
5. H 0.095
6. H 0.063
7. O -0.156
8. O -0.168

=====

## x
Computed, not measured: an isolated molecule of CH5NO2S, with wB97M-V/def2-TZVPD.

Structure (XYZ):
```
10
CH5NO2S, DFT wB97M-V/def2-TZVPD
C 1.2499 -0.5852 -0.2029
O -0.0612 -1.1307 -0.0212
S -1.1973 0.0479 0.2540
N -0.6268 1.6143 -0.0523
O -2.4560 -0.4035 -0.1856
H 1.8982 -1.0694 0.5325
H 1.2204 0.4303 0.0541
H 1.6877 -0.6200 -1.1198
H -1.2951 0.2006 1.7977
H -0.4197 1.5157 -1.0563
```

Output
- Kohn-Sham gap: 0.3738 Ha
- Charge: 0
- LUMO level: 0.39 eV
- HOMO energy: -9.8 eV
- Structure (SMILES): CO[S@@H](=N)=O

Here are the Löwdin charges for atoms 1 to 8, given in e:
1. C -0.129
2. O -0.319
3. S 0.737
4. N -0.254
5. O -0.347
6. H 0.102
7. H 0.031
8. H 0.059

=====

Structures ranked by computed energy, the most stable listed first: x, w.

=====

## w
Computed, not measured: an isolated molecule of C3H8O2S, with wB97M-V/def2-TZVPD.

Structure (XYZ):
```
14
C3H8O2S, DFT wB97M-V/def2-TZVPD
C 2.0745 -0.4438 1.1197
S 0.7833 -0.1891 0.0705
C 0.3112 1.5069 -0.3466
O 0.9003 -0.8479 -1.2187
O -0.8355 -0.5957 0.7478
C -1.8220 -0.8445 -0.3171
H 2.1380 -1.5220 1.3381
H 1.9316 0.0788 2.0919
H 0.9390 1.8608 -1.2505
H -0.5471 1.2161 -0.9469
H 0.2810 2.2471 0.3713
H -2.3206 -1.7352 -0.0819
H -1.3464 -0.8646 -1.2548
H -2.4873 0.1331 -0.3228
```

Output
- Kohn-Sham gap: 0.3539 Ha
- Charge: 0
- LUMO level: 0.75 eV
- HOMO energy: -8.9 eV
- Structure (SMILES): C=[S@@](C)(=O)OC

Here are the Löwdin charges for atoms 1 to 8, given in e:
1. C -0.245
2. S 0.778
3. C -0.129
4. O -0.367
5. O -0.368
6. C -0.121
7. H 0.018
8. H 0.019

=====

## x
Computed, not measured: a 2-piece molecular cluster, C3H8O2S overall, with wB97M-V/def2-TZVPD.

Structure (XYZ):
```
14
C3H8O2S, DFT wB97M-V/def2-TZVPD
O -2.1374 -1.2038 -0.8940
C -2.7832 -0.3188 -0.3789
O -2.2565 0.6315 0.4160
H -3.8289 -0.2910 -0.3690
H -1.3226 0.7071 0.3505
C 2.4148 -0.2681 -1.2762
C 2.1481 0.7514 -0.1125
S 1.0051 0.0596 1.0683
H 3.4517 -0.5755 -1.2258
H 2.4056 0.2047 -2.2944
H 1.7095 -1.0754 -1.0136
H 3.0826 0.8947 0.3547
H 1.8035 1.7004 -0.4534
H 1.0915 1.0726 1.9892
```

Output
- Kohn-Sham gap: 0.3709 Ha
- Charge: 0
- LUMO level: 0.64 eV
- HOMO energy: -9.5 eV
- Structure (SMILES): O=CO.CCS

Here are the Löwdin charges for atoms 1 to 8, given in e:
1. O 0.050
2. C -0.361
3. O 0.056
4. H 0.115
5. H -0.004
6. C -0.147
7. C -0.623
8. S 0.741

=====

Structures ranked by computed energy, the most stable listed first: x, w.